Record 1
{
  "formula": "C45H56BrFeNO2P2",
  "method": "ωB97M-V/def2-TZVPD",
  "symbols": ["C", "C", "C", "H", "C", "C", "H", "C", "C", "H", "C", "H", "H", "C", "C", "H", "H", "H", "C", "H", "P", "C", "H", "C", "C", "H", "H", "H", "C", "H", "C", "H", "C", "H", "Br", "H", "H", "H", "C", "O", "H", "N", "Fe", "C", "H", "H", "H", "H", "C", "C", "H", "H", "C", "H", "H", "H", "C", "C", "H", "C", "H", "H", "H", "C", "C", "C", "C", "C", "C", "C", "C", "C", "H", "H", "C", "H", "C", "C", "H", "C", "C", "C", "H", "H", "C", "C", "H", "H", "C", "P", "H", "C", "H", "H", "H", "H", "H", "O", "H", "H", "H", "H", "H", "H", "H", "H", "H", "C"],
  "coordinates": [[3.420, -0.069, -0.769], [-3.485, -0.289, 0.937], [3.606, 1.385, -1.210], [2.896, 1.971, 1.287], [-2.353, -0.313, 0.116], [2.132, -2.867, 0.065], [3.141, -1.779, 3.204], [-4.650, -0.948, 0.582], [-1.647, -2.809, 6.129], [1.503, 5.287, 0.038], [0.380, -0.649, -3.087], [4.406, 1.593, 3.264], [-3.446, 0.235, 1.884], [-4.733, -1.663, -0.614], [1.200, 4.477, 0.702], [-4.489, 3.147, 0.998], [0.015, 1.435, -2.754], [4.276, -2.169, 1.901], [-1.456, -5.346, -2.095], [4.014, 1.421, -2.221], [2.201, -0.133, 0.622], [4.258, 0.854, 2.473], [5.342, -0.313, 0.255], [-2.362, 3.118, 0.610], [0.850, 4.073, -2.081], [1.232, -1.940, 1.747], [0.034, 3.824, 2.927], [0.836, 1.492, 2.649], [1.199, -1.575, -3.742], [-3.687, -2.321, -2.366], [2.857, 1.056, 1.887], [-5.509, -0.920, 1.242], [-1.284, -1.640, 4.102], [4.400, -0.127, 2.917], [-1.769, -2.880, 8.015], [-1.230, -0.691, 6.022], [-0.996, 3.366, -3.760], [-4.396, 1.796, -0.515], [2.189, -1.136, -4.608], [-0.486, -0.564, 2.180], [4.301, 1.908, -0.549], [-1.773, -3.988, 4.063], [-0.350, 0.087, 0.269], [1.572, 1.137, -4.191], [-1.452, 2.939, 3.144], [3.086, -2.971, -0.452], [2.032, 3.766, 0.730], [1.382, -2.569, -0.669], [-3.791, 2.250, -1.292], [-1.109, -4.084, -1.634], [-3.571, 2.219, 2.185], [0.728, 3.706, -3.095], [-0.261, 3.636, -1.156], [1.787, 0.457, 3.691], [0.900, 5.165, -2.139], [-1.499, 4.693, 2.916], [-1.831, -5.522, -3.419], [-2.470, -1.080, -1.061], [4.706, -1.812, -0.408], [-2.507, 2.823, -0.745], [1.852, -3.853, 0.443], [5.045, 1.017, 1.738], [5.375, -0.592, -1.480], [-3.640, -1.734, -1.458], [-1.119, -2.989, -2.491], [-1.127, 3.559, 1.112], [-1.769, 2.960, -3.115], [1.847, 1.307, 3.008], [-0.084, 3.839, 0.226], [4.781, -0.740, -0.574], [2.370, 0.217, -4.853], [-1.002, 3.770, 2.601], [1.718, 2.197, -4.359], [-1.493, -2.335, -4.506], [-1.488, -3.176, -3.822], [-2.112, -6.504, -3.778], [-1.001, -0.368, 3.336], [-1.372, -1.619, 5.485], [2.661, 1.931, -1.216], [-1.849, -4.434, -4.281], [-1.496, -2.844, 3.441], [-1.466, 3.114, -1.639], [-4.392, 3.016, -1.794], [3.124, -3.375, 2.472], [-3.549, 3.100, 1.542], [3.256, -2.311, 2.260], [1.086, -2.636, -3.566], [3.137, 0.550, -5.541], [-1.840, -3.968, 5.391], [-0.802, -1.304, -1.833], [1.101, 4.902, 1.696], [2.199, -1.886, 1.242], [2.165, 2.179, 3.586], [-2.057, -4.904, 5.891], [2.907, -0.595, -1.581], [-3.587, 1.468, -2.023], [-2.146, -4.564, -5.315], [-1.280, 0.713, 3.843], [2.819, -1.867, -5.101], [-1.433, -6.190, -1.418], [-3.513, 3.964, 2.206], [-1.917, 1.916, -3.400], [1.825, 3.736, -1.729], [-0.835, -3.947, -0.593], [-5.645, -2.189, -0.870], [-2.696, 3.481, -3.360], [-1.448, -2.871, 2.358], [0.597, 0.708, -3.303]],
  "lumo_energy_ev": [0.280, -0.079],
  "total_energy_ha": -6473.9917,
  "homo_energy_ev": [-7.3, -8.0],
  "e_above_lowest_ev": 1.141,
  "multiplicity": 5
}

Record 2
{
  "formula": "C4H7ClO",
  "method": "ωB97M-V/def2-TZVPD",
  "symbols": ["H", "H", "O", "H", "H", "C", "H", "H", "C", "H", "C", "C", "Cl"],
  "coordinates": [[0.811, -0.530, 1.384], [-0.721, -1.627, 1.365], [0.302, 0.756, -0.944], [-1.942, 0.707, 1.767], [0.845, -0.117, -2.775], [-0.652, 0.128, -0.103], [0.995, -1.089, -1.273], [2.097, 0.139, -1.474], [-0.257, -0.717, 1.134], [-1.517, -0.141, -0.712], [1.105, -0.104, -1.691], [-0.947, 0.595, 1.271], [-0.118, 2.000, 2.053]],
  "lumo_energy_ev": 0.999,
  "total_energy_ha": -691.9638,
  "homo_energy_ev": -9.8,
  "e_above_lowest_ev": 2.234,
  "multiplicity": 1
}